This record from the Open Molecules 2025 dataset describes a structure of composition C48H42BF4N6O2PTi. The level of theory is the ωB97M-V functional and the def2-TZVPD basis.

Geometry (Å):
Ti 0.556 -0.443 0.770
P 0.180 2.082 0.140
F 0.632 -0.581 -1.497
F 2.153 -2.267 -2.016
F -0.144 -2.673 -2.156
F 0.856 -2.366 -0.080
O 2.332 -0.316 0.817
O 4.906 -0.034 2.535
N -4.274 -4.462 -2.222
N -1.038 2.620 -0.953
N -5.609 -6.322 -2.882
N -2.600 1.687 0.448
N -1.409 -1.266 0.540
N 4.751 1.777 0.366
C 5.235 -0.900 3.625
C -3.755 -2.687 0.112
C 3.258 2.731 -2.479
C 4.303 -3.328 0.586
C -0.473 4.752 3.848
C 0.304 -0.396 2.827
C 3.548 4.080 -2.319
C -2.975 -2.926 1.229
C -5.134 -3.625 -2.812
C -3.861 1.435 0.812
C -1.210 4.995 2.696
C 4.944 0.679 -0.299
C -2.151 -1.088 -0.561
C 3.384 -1.099 0.613
C -2.383 2.334 -0.692
C 5.317 -2.935 -0.299
C 1.575 2.882 -0.750
C 4.382 1.716 4.096
C -0.073 -0.179 5.639
C -6.471 -5.476 -3.445
C 0.478 3.745 3.861
C 1.269 -0.838 3.748
C 0.698 2.975 2.725
C -4.546 -5.762 -2.306
C 2.276 2.132 -1.695
C 4.159 3.061 4.324
C 4.252 3.467 1.976
C -4.051 -1.427 -2.076
C 1.857 4.241 -0.607
C -4.717 2.488 -1.137
C 4.564 1.232 2.805
C -1.014 4.207 1.572
C -6.264 -4.108 -3.459
C 4.465 2.113 1.725
C -3.318 -1.773 -0.838
C -1.809 -2.213 1.403
C 4.102 3.950 3.257
C -0.863 0.155 3.391
C 2.846 4.836 -1.383
C 3.348 -2.435 1.012
C -1.057 0.260 4.760
C -4.952 1.811 0.058
C 4.529 -0.647 -0.091
C 5.411 -1.616 -0.636
C 1.093 -0.731 5.126
C -4.847 -2.171 -2.844
C -0.065 3.184 1.581
C -3.420 2.753 -1.530
B 0.889 -2.032 -1.531
H -3.202 3.295 -2.445
H -3.917 -0.394 -2.391
H -5.548 2.821 -1.748
H 3.063 5.891 -1.261
H -0.646 5.348 4.739
H -3.824 -6.438 -1.856
H 4.247 -4.362 0.909
H -7.350 -5.918 -3.903
H -1.187 -2.373 2.265
H 4.052 3.420 5.342
H -1.972 0.699 5.146
H 4.464 1.041 4.937
H -0.779 2.929 -1.871
H 1.048 3.545 4.759
H 2.201 -1.268 3.386
H -5.336 -1.660 -3.669
H 6.213 -1.271 -1.281
H 5.596 0.837 -1.154
H -3.989 0.905 1.753
H 1.454 2.203 2.735
H 4.243 4.153 1.134
H -5.959 1.597 0.394
H -4.701 -3.195 -0.012
H -1.789 -0.362 -1.274
H -1.612 4.385 0.683
H 5.566 -1.830 3.172
H -1.638 0.537 2.732
H -0.213 -0.090 6.710
H 1.311 4.831 0.120
H 5.002 2.600 -0.170
H 6.016 -3.660 -0.695
H 2.527 -2.770 1.621
H 1.868 -1.086 5.802
H -3.265 -3.655 1.974
H 6.039 -0.479 4.229
H 4.313 4.548 -2.930
H -1.940 5.796 2.674
H -6.959 -3.436 -3.948
H 4.364 -1.096 4.253
H 3.790 2.145 -3.221
H 2.052 1.077 -1.822
H 3.950 5.009 3.423

## Properties
highest occupied orbital energy (alpha / beta): -9.51 / -10.69 eV
gap between HOMO and LUMO (alpha / beta): 6.0 / 7.2 eV
multiplicity: 2
lowest unoccupied orbital energy (alpha / beta): -3.52 / -3.50 eV
charge: +1
calculated total energy: -107446.4700 eV